A molecular structure, C28H80FeN4O14P at a distorted geometry, computed with the ωB97M-V functional and the def2-TZVPD basis.

Positions of all 128 atoms, in Å:
Fe 14.2689 -8.8831 -8.5612
P 13.1867 -10.9124 -8.3615
O 14.5917 -10.7074 -8.8592
O 12.4922 -12.3236 -8.2502
O 12.7822 -9.7738 -9.3176
O 13.3754 -9.8838 -7.1853
C 8.2586 -11.6209 -10.1930
C 9.8168 -11.8273 -9.9233
O 9.9419 -12.4279 -8.6916
H 7.7141 -12.5228 -10.4723
H 8.1384 -10.9695 -11.0587
H 7.8579 -10.9819 -9.4061
H 10.2852 -10.8434 -9.8961
H 10.2017 -12.4578 -10.7247
H 10.8953 -12.4587 -8.5835
C 12.8330 -15.5049 -4.7454
C 12.3232 -14.6266 -5.8469
O 13.4094 -13.9110 -6.4344
H 13.4646 -16.3254 -5.0860
H 11.9661 -15.9267 -4.2369
H 13.4874 -15.0194 -4.0215
H 11.5382 -13.9665 -5.4778
H 11.8296 -15.1980 -6.6331
H 13.0537 -13.3283 -7.1094
C 13.6996 -11.8320 -13.5651
C 13.6697 -11.3303 -12.0881
O 12.5032 -10.5989 -11.9020
H 13.9986 -11.0308 -14.2409
H 12.7321 -12.2552 -13.8351
H 14.4074 -12.6542 -13.6707
H 14.5140 -10.7269 -11.7546
H 13.6250 -12.2147 -11.4525
H 12.4224 -10.3260 -10.9851
C 13.4998 -11.6926 -2.8459
C 13.6455 -11.5424 -4.3385
O 13.4941 -10.1353 -4.6416
H 14.2956 -11.3305 -2.1950
H 13.3434 -12.7108 -2.4899
H 12.7142 -11.0539 -2.4422
H 12.7870 -11.9920 -4.8376
H 14.5921 -12.0001 -4.6259
H 13.3399 -10.0475 -5.5851
C 17.2848 -11.5646 -12.5293
C 18.0354 -11.1776 -11.2951
O 17.1979 -10.5254 -10.3337
H 17.8962 -12.1583 -13.2089
H 16.9124 -10.7232 -13.1136
H 16.4339 -12.1760 -12.2291
H 18.7029 -10.3599 -11.5668
H 18.6587 -11.9408 -10.8292
H 16.6809 -11.2368 -9.9488
C 11.9669 -14.7165 -11.3253
C 12.2025 -15.0229 -9.7962
O 13.4761 -14.4363 -9.4656
H 12.0619 -13.6592 -11.5730
H 11.0122 -15.0489 -11.7328
H 12.6994 -15.3073 -11.8753
H 12.1919 -16.0944 -9.5969
H 11.3319 -14.7089 -9.2203
H 13.2303 -13.6335 -9.0001
C 7.7493 -10.1808 -6.4519
C 9.1772 -10.0433 -6.0748
C 9.7552 -11.0867 -5.0703
O 8.9555 -11.2339 -3.9197
C 9.5895 -11.9218 -2.8398
N 10.0466 -9.8612 -7.2476
H 7.0780 -9.9955 -5.6133
H 7.5774 -11.2048 -6.7836
H 7.5330 -9.4762 -7.2549
H 9.2156 -9.0592 -5.6076
H 10.7416 -10.7226 -4.7830
H 9.7951 -12.0592 -5.5609
H 10.6248 -11.6036 -2.7165
H 9.6182 -12.9837 -3.0839
H 8.9965 -11.8582 -1.9275
H 9.9992 -10.7508 -7.7237
H 11.0465 -9.7751 -7.1344
C 16.7959 -7.2590 -11.6642
C 15.6066 -7.2138 -10.6867
C 14.2908 -7.4562 -11.3753
O 13.3113 -7.3833 -10.3910
C 12.0112 -7.2020 -10.9735
N 15.9170 -8.1749 -9.6406
H 17.1645 -8.2506 -11.9268
H 17.5818 -6.6102 -11.2776
H 16.5960 -6.7277 -12.5947
H 15.5406 -6.2326 -10.2164
H 14.1717 -8.4393 -11.8306
H 14.1800 -6.6690 -12.1211
H 11.8850 -6.1286 -11.1143
H 11.2506 -7.3276 -10.2029
H 11.7768 -7.8018 -11.8530
H 16.7662 -7.7323 -9.3196
H 16.4565 -8.8690 -10.1379
C 14.3654 -5.6916 -5.7536
C 14.9690 -6.7206 -6.6712
C 15.7111 -7.9293 -5.9871
O 15.7625 -8.9433 -6.9850
C 16.6865 -10.0022 -6.6512
N 13.9532 -7.0919 -7.6558
H 14.1889 -4.7629 -6.2963
H 15.0172 -5.3644 -4.9435
H 13.4570 -6.0840 -5.2964
H 15.7382 -6.3064 -7.3231
H 15.1623 -8.2360 -5.0966
H 16.7363 -7.6068 -5.8054
H 17.6278 -9.6331 -6.2439
H 16.9213 -10.6147 -7.5218
H 16.1847 -10.6428 -5.9261
H 13.8159 -6.1873 -8.0836
H 13.0750 -7.0006 -7.1653
C 16.4999 -13.3569 -7.0749
C 17.0514 -13.2553 -8.4444
C 17.7873 -14.5161 -8.8947
O 18.8431 -14.7348 -7.9287
C 19.6581 -15.7914 -8.1879
N 16.0092 -12.9708 -9.3836
H 15.9918 -14.3088 -6.9204
H 15.7639 -12.5944 -6.8197
H 17.3268 -13.3378 -6.3651
H 17.8177 -12.4869 -8.5459
H 18.2539 -14.3081 -9.8575
H 17.1140 -15.3649 -9.0140
H 20.3694 -15.8754 -7.3662
H 20.2042 -15.6996 -9.1267
H 19.1094 -16.7273 -8.2929
H 15.5392 -12.1200 -9.1089
H 15.2903 -13.6776 -9.3226

The relative energy (zero: lowest compared OMol25 entry of this formula, charge and spin) comes out at 101.45 kcal/mol. The calculation puts the LUMO energy (alpha / beta) at -0.46 / -0.99 eV. For the calculated total energy, the calculation gives -3992.18287 a.u. The total charge is 0. As for the multiplicity: 6. For the largest force on an atom, the calculation gives 7.2 eV Å⁻¹.

11 unconnected molecules or ions with the total composition C28H80N18O11 at a distorted geometry, computed with the ωB97M-V functional and the def2-TZVPD basis.

Positions of all 137 atoms, in Å:
C -5.0509 3.0512 -8.6093
C -5.4678 3.3439 -10.0677
C -6.4541 2.3884 -10.6128
C -6.3374 4.7225 -10.0145
C -5.5619 6.0261 -10.2468
C -4.5086 5.9550 -11.3058
C -3.5430 4.7320 -11.1187
C -2.6860 4.5933 -12.4016
C -2.5892 4.9471 -9.9820
N -4.2908 3.4734 -10.9546
O -3.5061 2.3125 -11.1790
H -4.6008 3.8693 -8.0469
H -5.8965 2.7044 -8.0154
H -4.3235 2.2397 -8.5917
H -7.3808 2.1974 -10.0716
H -6.6245 2.6563 -11.6556
H -5.8665 1.4807 -10.7500
H -7.2898 4.6494 -10.5396
H -6.6922 4.8220 -8.9887
H -6.2298 6.8150 -10.5928
H -5.0561 6.2850 -9.3165
H -3.8819 6.8290 -11.1287
H -4.8511 6.0695 -12.3342
H -3.4848 4.3352 -13.0969
H -1.9267 3.8192 -12.5129
H -2.3404 5.5282 -12.8429
H -2.0215 4.0331 -9.8075
H -3.0934 5.1207 -9.0313
H -1.7864 5.6464 -10.2160
H -3.7825 2.1527 -12.0843
C 0.8480 -1.0945 2.1966
O -0.2957 -1.3683 1.3963
C -0.4802 -0.8332 0.0279
C 0.4454 -1.5436 -1.0083
C 0.2524 -0.8930 -2.4613
N 0.0402 -2.9443 -1.1416
H 0.6789 -1.4835 3.2006
H 0.9977 -0.0273 2.3602
H 1.7046 -1.6633 1.8347
H -1.5044 -0.9728 -0.3180
H -0.3883 0.2527 0.0474
H 1.4988 -1.4285 -0.7528
H -0.8050 -0.8374 -2.7199
H 0.6575 -1.6293 -3.1554
H 0.9152 -0.0530 -2.6692
H 0.0371 -3.3149 -0.2021
H -0.9191 -3.0643 -1.4339
C 7.0111 2.9182 2.1831
O 8.0264 1.8458 2.0259
C 8.4459 1.4081 3.2846
C 9.6216 2.1798 3.9778
C 10.9394 2.2524 3.1193
N 9.9369 1.5590 5.3290
H 7.6587 3.7744 2.3722
H 6.2893 2.8281 2.9948
H 6.4528 2.9785 1.2488
H 7.5835 1.2117 3.9216
H 8.8275 0.4069 3.0844
H 9.3584 3.2165 4.1879
H 11.3464 1.2632 3.3294
H 11.7034 2.9580 3.4456
H 10.7271 2.4399 2.0668
H 9.2072 1.0449 5.8017
H 10.4806 2.1352 5.9554
C 0.0528 -7.2166 6.3874
O 0.0186 -8.2580 5.4717
C -0.1448 -8.0493 4.0563
C -0.0844 -9.4623 3.3810
C -0.1205 -9.3220 1.8437
N -1.2859 -10.1751 3.8804
H 0.3811 -7.6163 7.3469
H -0.8882 -6.6874 6.5375
H 0.8908 -6.5729 6.1203
H -1.0862 -7.5289 3.8799
H 0.6795 -7.5407 3.5565
H 0.8034 -10.0120 3.6940
H -1.0716 -8.8562 1.5860
H -0.0897 -10.2575 1.2853
H 0.6796 -8.7059 1.4333
H -1.1677 -10.1151 4.8817
H -2.0654 -9.5418 3.7735
N -6.6821 -4.3657 -5.2842
C -5.8329 -5.3423 -5.3804
N -6.2156 -6.2847 -6.2325
O -5.0628 -5.5223 -4.4364
H -7.5654 -4.6032 -5.7126
H -6.6154 -3.7454 -4.4900
H -5.6908 -7.1476 -6.2387
H -6.6644 -5.9213 -7.0611
N 5.8057 4.3462 9.1060
C 5.7756 4.3183 10.4254
N 6.4237 5.4135 10.8338
O 5.1104 3.5681 11.1537
H 5.0171 3.8827 8.6779
H 6.2018 5.0824 8.5392
H 6.7233 6.1371 10.1960
H 6.3987 5.4233 11.8434
N 1.1265 5.8483 -3.8233
C 0.3322 5.6635 -2.8069
N 0.8097 6.0992 -1.6875
O -0.7926 5.2216 -2.8593
H 0.6180 5.8249 -4.6956
H 2.0810 6.1455 -3.6794
H 0.1885 5.9213 -0.9112
H 1.6888 6.5963 -1.6963
N 4.8895 -5.5943 -2.8806
C 4.7958 -6.6325 -3.6746
N 3.5737 -6.7664 -4.0091
O 5.6580 -7.3870 -4.0583
H 5.7860 -5.1975 -2.6382
H 4.1610 -4.9090 -3.0209
H 2.8518 -6.1127 -3.7413
H 3.5296 -7.1920 -4.9239
N -4.7330 -2.4765 6.7031
C -4.4959 -1.7072 7.6623
N -5.4897 -1.5861 8.3921
O -3.4155 -1.3325 8.0689
H -5.6665 -2.7502 6.4316
H -3.9811 -2.7254 6.0764
H -6.3511 -2.0538 8.1485
H -5.2680 -1.4172 9.3629
N -3.1817 4.4035 4.5058
C -2.4596 5.3091 4.8357
N -3.2321 6.2015 5.3453
O -1.3121 5.4077 4.5612
H -4.1033 4.3624 4.9170
H -2.7001 3.5657 4.2122
H -2.7981 7.0328 5.7203
H -4.1837 5.9344 5.5529
N 1.5186 -1.7755 14.5359
C 0.8367 -1.2840 13.5612
N 1.0626 -1.9765 12.5114
O -0.0565 -0.4386 13.6699
H 1.4118 -1.2016 15.3602
H 2.0883 -2.6014 14.4200
H 1.9794 -2.3511 12.3137
H 0.4312 -1.7096 11.7696

The relative energy (zero: lowest compared OMol25 entry of this formula, charge and spin) comes out at 139.27 kcal/mol. The structure (SMILES) is CC1(C)CCCC(C)(C)N1O.COC[C@H](C)N.COC[C@H](C)N.COC[C@H](C)N.NC(N)=O.NC(N)=O.NC(N)=O.NC(N)=O.NC(N)=O.NC(N)=O.NC(N)=O. The calculation puts the LUMO energy at 0.28 eV. For the calculated total energy, the calculation gives -2927.89256 a.u. The total charge is 0. For the largest force on an atom, the calculation gives 13.4 eV Å⁻¹.

11 unconnected molecules or ions with the total composition C28H81F3N12O13S at a distorted geometry, computed with the ωB97M-V functional and the def2-TZVPD basis.

Positions of all 138 atoms, in Å:
O 2.1927 -1.1015 -2.5120
H 2.9902 -1.3483 -2.0380
H 2.3838 -0.2335 -2.8749
H 1.3683 -1.0249 -2.0262
C -1.7565 -0.0307 0.6031
F -2.5960 -0.8533 -0.1308
F -2.3916 1.0606 1.0755
F -1.2154 -0.6635 1.6421
S -0.4157 0.8193 -0.5664
O -1.0949 1.6791 -1.4807
O 0.4814 1.4843 0.3652
O 0.2016 -0.2737 -1.2641
C -0.8270 5.1546 -0.9140
O -0.8782 6.2564 -0.4526
N 0.1225 4.3049 -0.7289
N -1.7366 4.5677 -1.6424
H 0.6515 4.5320 0.1009
H 0.1326 3.3872 -1.1506
H -2.6680 4.9311 -1.7855
H -1.5315 3.6098 -1.8886
C -0.1507 -4.8568 -0.9975
O -0.1316 -5.4594 0.0912
N -0.1030 -5.5029 -2.1357
N -0.0530 -3.5552 -1.1684
H 0.0112 -6.5053 -2.0884
H 0.1712 -4.9695 -2.9484
H -0.0518 -3.2025 -2.1148
H -0.1030 -2.9081 -0.3945
C -2.7554 0.6006 -4.7187
O -3.4757 -0.1584 -5.3123
N -2.0828 0.3606 -3.6513
N -2.5789 1.8796 -4.9502
H -2.0721 -0.5874 -3.3027
H -1.6301 0.9873 -3.0013
H -1.8860 2.4120 -4.4437
H -2.8915 2.2427 -5.8393
C 0.6813 1.3806 -4.5814
C 2.1020 2.0021 -4.3898
C 2.1028 2.7898 -3.1180
O 3.1888 3.6920 -3.2033
C 3.1743 4.7160 -2.2268
N 3.0916 0.9131 -4.1523
H 0.4332 0.7074 -3.7609
H 0.6081 0.7063 -5.4347
H -0.0877 2.1457 -4.6878
H 2.3948 2.4835 -5.3229
H 2.0955 2.1842 -2.2118
H 1.1892 3.3817 -3.0626
H 3.9627 5.4392 -2.4353
H 3.3109 4.3186 -1.2211
H 2.2191 5.2233 -2.0920
H 3.9078 1.4639 -3.9275
H 3.2559 0.4048 -5.0095
C 5.8900 0.2190 0.1944
C 4.9048 -0.9988 -0.1618
C 3.5415 -0.9099 0.5738
O 2.7735 -2.0252 0.1212
C 1.8501 -2.4304 1.1791
N 4.7915 -0.9687 -1.6148
H 5.3763 1.1760 0.1028
H 6.7711 0.2702 -0.4453
H 6.1821 0.0985 1.2376
H 5.3982 -1.9254 0.1313
H 3.0263 0.0099 0.2969
H 3.5980 -0.9563 1.6613
H 1.5103 -3.4634 1.1057
H 1.0050 -1.7534 1.0541
H 2.2510 -2.4782 2.1916
H 4.8718 -1.9503 -1.8387
H 5.7031 -0.6697 -1.9307
C 0.6392 -2.0201 -6.3620
C 0.3317 -2.2789 -4.9434
C -1.1827 -2.7450 -4.8424
O -1.6402 -2.4478 -3.5053
C -2.8961 -3.0897 -3.1506
N 1.1170 -3.3891 -4.4003
H 0.3361 -2.9293 -6.8812
H 1.6678 -1.9499 -6.7157
H -0.0207 -1.3121 -6.8634
H 0.6310 -1.3731 -4.4161
H -1.4508 -3.7406 -5.1962
H -1.8175 -2.2043 -5.5443
H -2.7162 -4.0828 -2.7388
H -3.5226 -3.3324 -4.0089
H -3.4155 -2.6773 -2.2856
H 0.8510 -4.1925 -4.9515
H 2.0926 -3.2543 -4.6242
C -1.9842 -3.9402 2.4654
C -1.3578 -4.6299 3.6641
C -2.1996 -5.1098 4.9945
O -2.6632 -4.0483 5.6866
C -3.0007 -4.3901 7.0686
N -0.4738 -5.5900 3.1669
H -1.3499 -3.2576 1.8999
H -2.8903 -3.3847 2.7074
H -2.2451 -4.6870 1.7155
H -0.6761 -3.8428 3.9863
H -1.5496 -5.7638 5.5758
H -3.0316 -5.7527 4.7071
H -3.7416 -5.1891 7.0398
H -3.6048 -3.6279 7.5609
H -2.1144 -4.5403 7.6850
H -0.2836 -5.3044 2.2169
H 0.4641 -5.6368 3.5386
C -3.4849 5.3701 1.6793
C -3.2326 4.9254 3.0718
C -3.4610 3.4015 3.3542
O -3.8130 3.2835 4.7020
C -4.0610 1.9564 4.9794
N -1.8237 5.2578 3.4094
H -2.7254 5.0503 0.9658
H -3.4688 6.4515 1.5441
H -4.4007 5.0468 1.1845
H -3.9083 5.4931 3.7115
H -2.5147 2.8831 3.1996
H -4.1603 2.8451 2.7301
H -4.2675 1.9435 6.0496
H -3.0943 1.4637 4.8746
H -4.8438 1.4053 4.4584
H -1.3782 4.5062 2.9027
H -1.5418 6.0265 2.8180
C 1.6423 3.0958 4.9111
C 1.1308 2.1521 3.8503
C 0.0446 1.1185 4.2674
O 0.4195 0.2376 5.3257
C 1.4993 -0.5955 4.9186
N 0.7163 2.9511 2.7523
H 0.9144 3.8868 5.0918
H 2.5468 3.6099 4.5858
H 1.7969 2.4366 5.7652
H 1.9850 1.7008 3.3455
H -0.3824 0.5542 3.4384
H -0.8486 1.6193 4.6411
H 1.6850 -1.4883 5.5156
H 2.4415 -0.0482 4.8903
H 1.3429 -0.9279 3.8923
H 1.5577 3.4951 2.6252
H 0.6818 2.3757 1.9229

The calculation puts the LUMO energy (alpha / beta) at -2.71 / -7.73 eV. For the calculated total energy, the calculation gives -3447.94408 a.u. The total charge is +1. As for the multiplicity: 2. For the largest force on an atom, the calculation gives 6.6 eV Å⁻¹.

Look up the calculated total energy of the first one.
-3992.18287 a.u.